No. 1
DFT (ωB97M-V/def2-TZVPD) results for a gas-phase ion, C5H6N (charge +1).

```
12
Properties=species:S:1:pos:R:3
C 0.99 0.07 -1.76
C 1.30 0.43 -2.94
C 1.22 0.38 0.41
C 1.32 -0.76 -0.54
C -1.18 0.16 -0.23
N 0.19 0.18 -0.54
H 1.05 -0.14 1.32
H 1.92 1.22 0.43
H 1.33 -1.84 -0.46
H -1.53 -0.09 0.79
H -1.31 1.14 -0.49
H -1.79 -0.49 -0.89
```

Energy relative to the best compared isomer or geometry (same formula, charge and spin) (eV): 8.5019
HOMO level (Ha): -0.5795
Molecular weight (g/mol): 80.110
LUMO level (Ha): -0.2437
Total charge: +1
Gap between HOMO and LUMO (Ha): 0.336
Total energy (eV): -6756.6756

Atomic partial charges in e from the natural (NBO) method, atoms 1 to 8:
1 C -0.297
2 C 0.410
3 C -0.184
4 C 0.058
5 C -0.424
6 N -0.141
7 H 0.244
8 H 0.270


No. 2
DFT (ωB97M-V/def2-TZVPD) results for a molecular structure, C5H6N.

```
12
Properties=species:S:1:pos:R:3
C -0.86 0.75 -0.27
C -1.76 -0.51 -0.03
C 1.69 -0.11 0.57
C 2.52 0.18 -0.33
C 0.14 -0.13 0.34
N -0.50 -1.19 0.52
H -0.55 1.00 -1.25
H -1.23 1.60 0.30
H -2.48 -0.68 0.75
H -1.90 -0.95 -0.90
H 1.94 -0.62 1.45
H 2.97 0.68 -1.15
```

Energy relative to the best compared isomer or geometry (same formula, charge and spin) (eV): 6.3209
HOMO level (spin up / spin down) (Ha): -0.5545 / -0.5545
Molecular weight (g/mol): 80.110
LUMO level (spin up / spin down) (Ha): -0.2921 / -0.2921
Total charge: +1
Gap between HOMO and LUMO (spin up / spin down) (Ha): 0.262 / 0.262
Total energy (eV): -6758.8566

Atomic partial charges in e from the natural (NBO) method, atoms 1 to 8:
1 C -0.455
2 C -0.197
3 C -0.326
4 C 0.394
5 C 0.240
6 N -0.257
7 H 0.240
8 H 0.263


No. 3
DFT (ωB97M-V/def2-TZVPD) results for a gas-phase ion, C5H6N (charge +1).

```
12
Properties=species:S:1:pos:R:3
C -0.53 -0.60 1.01
C -0.63 0.74 -0.94
C -1.50 0.40 1.31
C -0.14 -0.50 -0.58
C 1.24 -0.76 -0.85
N -1.27 1.06 0.15
H 0.15 -0.64 1.74
H -0.57 1.63 -1.67
H -1.93 0.84 2.20
H 1.77 -0.83 -1.88
H 1.72 -1.46 -0.08
H 1.69 0.11 -0.41
```

Energy relative to the best compared isomer or geometry (same formula, charge and spin) (eV): 7.0244
HOMO level (spin up / spin down) (Ha): -0.5452 / -0.5456
Molecular weight (g/mol): 80.110
LUMO level (spin up / spin down) (Ha): -0.2823 / -0.2789
Total charge: +1
Gap between HOMO and LUMO (spin up / spin down) (Ha): 0.263 / 0.267
Total energy (eV): -6758.1531

Atomic partial charges in e from the natural (NBO) method, atoms 1 to 8:
1 C -0.011
2 C -0.081
3 C -0.034
4 C 0.235
5 C -0.724
6 N -0.080
7 H 0.238
8 H 0.301


No. 4
DFT (ωB97M-V/def2-TZVPD) results for a molecular structure, C5H6N.

```
12
Properties=species:S:1:pos:R:3
C 1.82 -0.17 -0.03
C 0.62 -0.17 -0.51
C 0.82 0.63 0.84
C -1.47 -0.48 -0.13
C -0.95 0.88 -0.02
N -0.56 -0.13 -1.20
H 2.80 -0.38 0.19
H 0.59 0.09 1.90
H 0.99 1.69 0.84
H -1.16 -1.33 0.53
H -2.63 -0.48 -0.21
H -0.87 -0.15 -2.20
```

Energy relative to the best compared isomer or geometry (same formula, charge and spin) (eV): 8.6049
HOMO level (Ha): -0.5475
Molecular weight (g/mol): 80.110
LUMO level (Ha): -0.1558
Total charge: +1
Gap between HOMO and LUMO (Ha): 0.392
Total energy (eV): -6756.5726

Atomic partial charges in e from the natural (NBO) method, atoms 1 to 8:
1 C -0.070
2 C 0.201
3 C -0.381
4 C -0.374
5 C 0.229
6 N -0.461
7 H 0.295
8 H 0.261


No. 5
DFT (ωB97M-V/def2-TZVPD) results for 2 unconnected molecules or ions with the total composition C5H6N.

```
12
Properties=species:S:1:pos:R:3
C -0.26 -0.30 0.61
C -1.64 0.99 2.92
C 1.54 -0.75 -1.23
C 0.52 0.13 -1.90
C 0.43 -0.24 -0.52
N -1.08 -0.33 1.46
H -2.37 1.58 2.29
H -1.72 0.32 3.80
H 1.66 -1.87 -1.34
H 2.46 -0.34 -1.43
H 0.69 1.10 -2.17
H -0.24 -0.29 -2.50
```

Spin multiplicity: 3
Energy relative to the best compared isomer or geometry (same formula, charge and spin) (eV): 4.0625
HOMO level (spin up / spin down) (Ha): -0.5107 / -0.5927
Molecular weight (g/mol): 80.110
Expectation value of S²: 2.022
LUMO level (spin up / spin down) (Ha): -0.2218 / -0.2631
Total charge: +1
Gap between HOMO and LUMO (spin up / spin down) (Ha): 0.289 / 0.330
Total energy (eV): -6756.8558

Atomic partial charges in e from the natural (NBO) method, atoms 1 to 8:
1 C 0.370
2 C 0.161
3 C -0.431
4 C -0.374
5 C 0.079
6 N -0.304
7 H 0.214
8 H 0.216


No. 6
DFT (ωB97M-V/def2-TZVPD) results for a gas-phase ion, C5H6N (charge +1).

```
12
Properties=species:S:1:pos:R:3
C -1.20 -0.28 -0.23
C -2.37 0.19 -0.10
C 0.96 -1.04 -0.11
C 1.05 1.48 0.08
C 1.34 0.36 0.52
N -0.30 -1.03 -0.56
H -3.13 -0.12 0.76
H -2.79 1.09 -0.52
H 1.80 -0.97 -0.80
H 1.22 -1.98 0.46
H 1.28 2.18 -0.65
H 2.13 0.12 1.15
```

Spin multiplicity: 3
Energy relative to the best compared isomer or geometry (same formula, charge and spin) (eV): 3.8771
HOMO level (spin up / spin down) (Ha): -0.4639 / -0.5472
Molecular weight (g/mol): 80.110
Expectation value of S²: 2.034
LUMO level (spin up / spin down) (Ha): -0.1695 / -0.3157
Total charge: +1
Gap between HOMO and LUMO (spin up / spin down) (Ha): 0.294 / 0.231
Total energy (eV): -6757.0412

Atomic partial charges in e from the natural (NBO) method, atoms 1 to 8:
1 C 0.425
2 C -0.269
3 C -0.316
4 C -0.085
5 C -0.248
6 N -0.131
7 H 0.306
8 H 0.287


No. 7
DFT (ωB97M-V/def2-TZVPD) results for a single C5H6N2 molecule.

```
13
Properties=species:S:1:pos:R:3
C -1.33 1.39 0.95
C -0.55 1.61 -0.17
N 0.19 0.47 -0.25
C -0.22 -0.36 0.72
N -1.14 0.14 1.50
C 0.55 -1.55 0.19
C 0.98 -0.56 -0.96
H -2.04 2.08 1.39
H -0.48 2.43 -0.87
H -0.06 -2.38 -0.17
H 1.33 -1.91 0.86
H 0.57 -0.80 -1.94
H 2.04 -0.32 -1.04
```

SMILES: c1cn2c(n1)CC2
Energy relative to the best compared isomer or geometry (same formula, charge and spin) (eV): 1.3843
HOMO level (Ha): -0.3151
Molecular weight (g/mol): 94.117
LUMO level (Ha): 0.0332
Total charge: 0
Gap between HOMO and LUMO (Ha): 0.348
Total energy (eV): -8260.9741

Atomic partial charges in e from the natural (NBO) method, atoms 1 to 8:
1 C -0.083
2 C -0.126
3 N -0.346
4 C 0.347
5 N -0.464
6 C -0.431
7 C -0.180
8 H 0.208


No. 8
DFT (ωB97M-V/def2-TZVPD) results for a single C5H6N2 molecule.

```
13
Properties=species:S:1:pos:R:3
N -2.09 -2.14 0.49
C -1.23 -1.39 0.68
C -0.11 -0.48 0.92
C 1.12 -0.60 -0.02
C 0.82 0.93 -0.35
C -0.69 1.19 -0.83
N -0.33 0.93 0.54
H 0.12 -0.46 1.99
H 0.98 -1.29 -0.85
H 2.05 -0.92 0.50
H 1.58 1.67 -0.52
H -0.82 0.53 -1.68
H -1.41 2.05 -0.86
```

SMILES: N#C[C@H]1C[C@H]2CN21
Energy relative to the best compared isomer or geometry (same formula, charge and spin) (eV): 3.6998
HOMO level (Ha): -0.3497
Molecular weight (g/mol): 94.117
LUMO level (Ha): 0.0328
Total charge: 0
Gap between HOMO and LUMO (Ha): 0.383
Total energy (eV): -8258.6586

Atomic partial charges in e from the natural (NBO) method, atoms 1 to 8:
1 N -0.303
2 C 0.269
3 C -0.163
4 C -0.418
5 C -0.059
6 C -0.322
7 N -0.365
8 H 0.245


No. 9
DFT (ωB97M-V/def2-TZVPD) results for a single C5H6N2 molecule.

```
13
Properties=species:S:1:pos:R:3
C 3.32 -0.15 -0.02
C 2.12 -0.10 0.05
C 0.72 -0.19 0.03
N 0.01 0.87 -0.08
N -1.40 0.75 -0.05
C -1.99 -0.33 0.73
C -1.95 -0.47 -0.70
H 4.41 -0.10 -0.04
H 0.28 -1.22 0.16
H -1.29 -0.91 1.33
H -2.90 -0.08 1.27
H -2.86 -0.30 -1.24
H -1.26 -1.19 -1.17
```

SMILES: C#C/C=N/N1CC1
Energy relative to the best compared isomer or geometry (same formula, charge and spin) (eV): 4.9577
HOMO level (Ha): -0.3405
Molecular weight (g/mol): 94.117
LUMO level (Ha): 0.0148
Total charge: 0
Gap between HOMO and LUMO (Ha): 0.355
Total energy (eV): -8257.4006

Atomic partial charges in e from the natural (NBO) method, atoms 1 to 8:
1 C -0.164
2 C -0.073
3 C -0.032
4 N -0.173
5 N -0.271
6 C -0.269
7 C -0.272
8 H 0.246


No. 10
DFT (ωB97M-V/def2-TZVPD) results for a molecular structure, C5H6N2.

```
13
Properties=species:S:1:pos:R:3
C 1.25 0.28 -0.39
C 0.46 -0.24 -1.61
C -0.72 -0.14 -0.72
N -1.55 -0.81 -0.05
C -1.49 -0.41 1.27
C -0.48 0.48 1.53
N 0.20 0.81 0.43
H 1.96 1.06 -0.61
H 1.75 -0.54 0.11
H 0.44 0.48 -2.43
H 0.76 -1.23 -1.97
H -2.22 -0.76 1.96
H -0.38 1.01 2.47
```

Energy relative to the best compared isomer or geometry (same formula, charge and spin) (eV): 2.9844
HOMO level (Ha): -0.3105
Molecular weight (g/mol): 94.117
LUMO level (Ha): 0.0360
Total charge: 0
Gap between HOMO and LUMO (Ha): 0.347
Total energy (eV): -8259.3740

Atomic partial charges in e from the natural (NBO) method, atoms 1 to 8:
1 C -0.187
2 C -0.477
3 C 0.420
4 N -0.423
5 C -0.110
6 C -0.026
7 N -0.463
8 H 0.195


Q: What is the total charge in the first record?
A: +1


Repeat the first record exactly.
DFT (ωB97M-V/def2-TZVPD) results for a gas-phase ion, C5H6N (charge +1).

```
12
Properties=species:S:1:pos:R:3
C 0.99 0.07 -1.76
C 1.30 0.43 -2.94
C 1.22 0.38 0.41
C 1.32 -0.76 -0.54
C -1.18 0.16 -0.23
N 0.19 0.18 -0.54
H 1.05 -0.14 1.32
H 1.92 1.22 0.43
H 1.33 -1.84 -0.46
H -1.53 -0.09 0.79
H -1.31 1.14 -0.49
H -1.79 -0.49 -0.89
```

Energy relative to the best compared isomer or geometry (same formula, charge and spin) (eV): 8.5019
HOMO level (Ha): -0.5795
Molecular weight (g/mol): 80.110
LUMO level (Ha): -0.2437
Total charge: +1
Gap between HOMO and LUMO (Ha): 0.336
Total energy (eV): -6756.6756

Atomic partial charges in e from the natural (NBO) method, atoms 1 to 8:
1 C -0.297
2 C 0.410
3 C -0.184
4 C 0.058
5 C -0.424
6 N -0.141
7 H 0.244
8 H 0.270


Q: Which formula does entry 2 have?
A: C5H6N


Q: The lowest energy relative to the best compared isomer or geometry (same formula, charge and spin) belongs to which entry?
A: number 7